<a>
A 2-piece molecular cluster, C4H12 overall, computed with ωB97M-V/def2-TZVPD.

Summary:
HOMO	-11.57	eV
gap between HOMO and LUMO	12.697	eV

Atoms and positions in Å:
C -0.001 -2.407 2.076
C 0.690 -1.653 0.923
C -0.709 2.488 -2.036
C -0.017 1.530 -1.056
H 0.170 -0.730 0.726
H -1.783 2.324 -1.981
H -0.370 1.749 -0.057
H -0.522 3.531 -1.793
H -1.081 -2.255 1.999
H 1.700 -1.331 1.219
H 1.058 1.729 -0.995
H -0.320 2.339 -3.044
H 0.238 -3.467 2.114
H 0.309 -1.987 3.038
H 0.899 -2.348 0.108
H -0.260 0.488 -1.241


<b>
A 2-piece molecular cluster, C4H12 overall, computed with ωB97M-V/def2-TZVPD.

Summary:
HOMO	-10.97	eV
gap between HOMO and LUMO	12.091	eV

Atoms and positions in Å:
C -1.338 0.905 -0.964
C 1.620 -0.804 1.090
C 0.552 -0.062 1.930
C -0.864 0.058 -2.133
H 1.674 -1.786 1.596
H -1.353 0.389 -3.131
H -1.402 -1.014 -1.925
H -1.197 0.369 -0.160
H 0.326 0.958 1.503
H 1.080 0.131 3.001
H 2.544 -0.271 1.154
H 0.100 -0.076 -2.410
H -0.495 1.577 -0.677
H -0.257 -0.627 1.962
H 1.452 -0.949 0.098
H -2.442 1.204 -0.935


Stability, descending: <a>, <b>


<a>
A 2-piece molecular cluster, C4H12 overall, computed with ωB97M-V/def2-TZVPD.

Summary:
HOMO	-11.05	eV
gap between HOMO and LUMO	12.151	eV

Atoms and positions in Å:
C -0.191 -1.927 1.522
C 0.310 0.801 -1.669
C -0.689 1.875 -2.146
C 0.564 -0.850 2.333
H -1.245 1.545 -3.026
H 1.100 -1.130 3.251
H 0.657 0.075 -2.389
H -0.152 2.807 -2.317
H -1.462 2.000 -1.388
H 1.536 -0.733 1.811
H -0.564 -1.230 0.744
H -1.152 -2.145 1.995
H -0.111 0.292 -0.800
H 0.230 -2.735 0.936
H -0.025 0.057 2.381
H 1.193 1.299 -1.238


<b>
A 2-piece molecular cluster, C4H12 overall, computed with ωB97M-V/def2-TZVPD.

Summary:
HOMO	-11.62	eV
gap between HOMO and LUMO	12.742	eV

Atoms and positions in Å:
C -1.377 0.697 -0.760
C 2.169 -0.688 -0.169
C -2.568 1.474 -0.236
C 1.825 -1.430 1.114
H -2.551 2.569 -0.301
H -0.406 0.890 -0.296
H 0.761 -1.352 1.349
H 2.427 -1.126 1.973
H 1.977 -2.513 1.067
H -3.396 1.199 -0.888
H -1.579 -0.348 -0.516
H 1.406 -0.881 -0.917
H -2.757 1.296 0.821
H 2.073 0.368 0.093
H 3.160 -0.958 -0.513
H -1.163 0.804 -1.820


Stability, descending: <b>, <a>